{
  "formula": "C14H23N3O5Pt",
  "method": "ωB97M-V/def2-TZVPD",
  "multiplicity": 3,
  "homo_energy_ev": [-13.3, -13.3],
  "s2": 2.005,
  "relative_energy_kcal_mol": 45.8,
  "homo_lumo_gap_ev": [6.2, 4.7],
  "lumo_ev": [-7.1, -8.7],
  "charge": 2,
  "species": ["C", "C", "H", "H", "C", "C", "H", "H", "C", "H", "H", "H", "C", "H", "H", "H", "Pt", "O", "C", "O", "C", "O", "N", "C", "C", "H", "H", "H", "H", "C", "C", "H", "H", "H", "C", "O", "C", "O", "N", "N", "H", "H", "H", "H", "H", "H"],
  "coordinates": [[-0.15848, -2.14532, -7.16852], [-0.99253, -1.18757, -8.04328], [-0.19445, -3.17085, -7.58353], [0.88806, -1.83404, -7.11460], [-1.17192, 0.06565, -7.62505], [-1.08852, 0.48118, -6.05350], [-2.10367, 0.45851, -5.69078], [-0.71881, 1.51230, -6.06898], [-1.61464, -1.79221, -9.29183], [-1.55505, -2.88368, -9.28323], [-1.12561, -1.42458, -10.20834], [-2.68856, -1.50576, -9.32950], [-1.58128, 1.04335, -8.65217], [-2.62266, 0.92618, -9.00940], [-1.00075, 0.85491, -9.57609], [-1.41889, 2.08384, -8.39432], [-0.68066, -0.37830, -0.94658], [-0.26101, -0.70008, -2.90278], [0.15889, 0.02858, -3.83394], [1.16589, 0.75946, -1.07987], [1.62463, 1.18716, -2.17406], [2.60528, 2.05433, -2.12157], [1.24787, 0.87946, -3.47970], [2.99474, 2.39196, -3.50533], [2.18189, 1.51881, -4.41448], [4.06628, 2.18960, -3.61069], [2.80146, 3.44466, -3.68818], [2.79903, 0.76956, -4.92941], [1.59384, 2.07978, -5.14439], [-0.17505, -0.33446, -5.41264], [-0.41595, -1.79106, -5.58535], [0.88561, -0.16881, -5.77924], [-0.36431, -2.29367, -4.59857], [-1.26877, -2.22308, -6.16004], [-0.23201, 1.20765, 3.68595], [0.72867, 0.35257, 3.00222], [0.39101, -0.07738, 1.77158], [-0.63338, 0.14436, 1.09718], [1.37006, -0.85395, 1.22000], [1.00339, -1.51336, -0.00757], [-0.96286, 0.60621, 4.19272], [-0.69573, 1.92739, 3.03735], [0.39093, 1.69806, 4.40759], [2.10133, -1.21702, 1.75134], [1.80336, -1.53805, -0.64887], [0.71854, -2.48181, 0.19526]],
  "forces_ev_per_angstrom": [[3.224, 0.705, -0.083], [0.620, -1.259, 1.333], [-0.198, 0.346, 1.083], [0.320, -0.229, -1.608], [-0.281, -0.267, 1.252], [-1.692, 3.450, -4.991], [-0.278, -0.067, 0.338], [-0.412, 0.250, 0.080], [0.127, 0.782, -0.135], [0.072, 0.206, 0.020], [-0.240, -0.182, 0.168], [0.680, -0.147, -0.110], [-0.675, 0.500, -1.269], [0.198, 0.150, 0.484], [-0.105, 0.180, 0.480], [-0.092, 0.142, 0.233], [1.226, 0.219, 1.228], [-1.202, 0.501, -1.955], [1.209, -1.514, 0.353], [0.486, 1.125, -2.189], [-0.271, -0.013, 1.657], [-0.411, -0.527, -1.329], [-1.294, -0.566, -0.013], [1.079, 0.648, 0.242], [-0.748, -0.437, -0.858], [-0.300, 0.160, 0.239], [0.016, 0.075, 0.379], [-0.303, 0.128, 0.167], [0.338, 0.028, -0.014], [4.507, -2.012, 3.396], [-2.385, -2.200, -0.284], [-0.853, 0.150, -0.178], [0.882, -0.840, -1.417], [-2.342, 1.392, 3.106], [0.412, 0.057, 0.428], [-1.341, -0.721, -2.850], [1.251, -0.304, 0.694], [-0.649, 0.696, 1.251], [-2.026, 0.425, -1.737], [0.418, -0.952, 1.090], [-0.315, -0.368, 0.070], [-0.063, 0.138, -0.466], [0.078, 0.357, 0.378], [1.379, -0.694, 1.003], [-0.243, 0.171, 0.375], [0.198, 0.317, -0.044]]
}